60
Properties=species:S:1:pos:R:3:forces:R:3:nbo_charge:R:1 method="wB97M-V/def2-TZVPD" smiles="CCOC(=O)N1CCN(Cc2nc(N)nc(Nc3ccc(Oc4ccccc4)cc3)n2)CC1" lumo_energy_ev=0.65 total_energy_ev=-40864.4946 charge=0
C -8.151133 -3.072144 -1.227505 0.4 0.2 0.0 -0.635
C -6.639641 -2.897271 -1.273991 -0.2 -0.5 0.1 -0.067
H -6.236668 -3.205410 -2.241593 0.0 0.0 0.1 0.184
H -6.170891 -3.477706 -0.472333 0.0 0.1 -0.2 0.198
O -6.262837 -1.530293 -1.139495 0.1 0.3 0.1 -0.531
C -6.233897 -1.051032 0.130640 -0.2 0.0 -0.2 0.894
O -6.426560 -1.736718 1.109311 0.0 -0.3 0.2 -0.670
N -6.005834 0.279472 0.167528 0.0 0.1 -0.1 -0.447
C -5.571194 1.066183 -0.963136 0.3 0.0 -0.4 -0.219
H -5.755255 0.514348 -1.882963 0.0 0.1 0.1 0.234
C -4.084357 1.398283 -0.816601 -0.3 0.0 -0.2 -0.239
N -3.881120 2.103975 0.436195 0.2 -0.1 0.0 -0.445
C -4.273280 1.272843 1.563415 -0.4 -0.1 0.1 -0.239
C -5.758302 0.930648 1.435132 0.2 -0.1 0.4 -0.224
H -6.069874 0.255395 2.232487 0.0 0.1 -0.1 0.242
H -6.353129 1.848497 1.470785 0.0 0.0 0.0 0.192
H -4.107956 1.836232 2.484143 0.0 0.0 0.0 0.200
H -3.688325 0.343463 1.606239 -0.1 0.1 0.1 0.202
C -2.568508 2.693157 0.557225 -0.2 0.1 0.0 -0.260
C -1.375436 1.775814 0.440710 0.4 0.0 -0.1 0.471
N -1.529301 0.480382 0.663623 -0.3 -0.3 0.1 -0.596
C -0.419270 -0.255350 0.542974 -0.1 0.5 -0.1 0.608
N 0.788214 0.221939 0.244149 0.3 -0.1 -0.1 -0.600
C 0.832218 1.535035 0.043821 -0.5 -0.1 0.1 0.605
N -0.229454 2.352837 0.120537 0.0 0.4 -0.1 -0.575
N 1.986877 2.166780 -0.263262 -0.2 0.5 0.0 -0.577
C 3.279412 1.684384 -0.426077 0.5 -0.3 -0.1 0.215
C 4.282679 2.601314 -0.742070 -0.2 -0.1 0.1 -0.254
C 5.587876 2.188077 -0.905321 0.2 -0.3 0.0 -0.223
C 5.918999 0.844492 -0.758719 -0.5 0.1 0.1 0.260
C 4.919279 -0.076025 -0.462632 0.4 0.1 -0.2 -0.257
C 3.613065 0.339112 -0.293416 -0.1 0.0 0.0 -0.253
H 2.836744 -0.370065 -0.063634 0.1 0.0 0.0 0.254
H 5.166140 -1.123795 -0.372293 0.0 -0.1 0.0 0.228
O 7.221155 0.486453 -1.000561 0.1 0.1 -0.2 -0.479
C 7.808936 -0.517149 -0.278024 0.3 -0.3 0.2 0.288
C 7.480444 -0.799967 1.043713 -0.1 0.3 -0.1 -0.245
C 8.166386 -1.790137 1.723145 0.0 -0.1 0.0 -0.208
C 9.181510 -2.497170 1.102077 0.1 -0.1 0.1 -0.238
C 9.518080 -2.202998 -0.209033 0.0 0.0 0.0 -0.191
C 8.837532 -1.219300 -0.899993 -0.3 0.2 -0.1 -0.258
H 9.088616 -0.975852 -1.920605 0.0 0.0 -0.1 0.225
H 10.313582 -2.744919 -0.698521 0.1 0.0 0.0 0.215
H 9.711456 -3.269282 1.638833 0.0 -0.1 0.0 0.214
H 7.906543 -2.004525 2.749359 0.0 0.0 0.1 0.214
H 6.699567 -0.238984 1.536324 0.0 0.0 0.0 0.221
H 6.365509 2.893962 -1.151067 0.1 0.1 0.0 0.226
H 4.034876 3.646932 -0.856232 0.0 0.1 0.0 0.209
H 1.861923 3.163249 -0.387357 -0.1 -0.2 0.0 0.413
N -0.538383 -1.579335 0.726250 0.0 -0.2 0.0 -0.773
H 0.283143 -2.154642 0.708075 0.0 0.0 0.0 0.405
H -1.423277 -1.952381 1.017263 0.0 0.0 0.0 0.410
H -2.458272 3.466165 -0.209654 0.1 0.0 0.1 0.223
H -2.505582 3.190761 1.530822 0.1 0.0 -0.1 0.224
H -3.770746 2.048182 -1.636886 0.0 0.0 0.0 0.202
H -3.500377 0.465061 -0.861684 -0.1 0.1 -0.1 0.187
H -6.148825 1.996430 -0.969804 0.0 0.0 -0.1 0.195
H -8.625208 -2.459977 -1.991191 -0.1 0.0 -0.1 0.207
H -8.403985 -4.114853 -1.397849 -0.1 -0.1 0.0 0.213
H -8.523899 -2.772586 -0.251264 -0.1 0.0 0.1 0.225

=====

60
Properties=species:S:1:pos:R:3:forces:R:3:nbo_charge:R:1 method="wB97M-V/def2-TZVPD" lumo_energy_ev=2.45 total_energy_ev=-52552.2711 charge=-1
Ag 1.313194 -0.160247 -0.408607 0.0 0.0 0.0 0.748
C -0.187366 2.668039 0.703964 0.0 0.0 0.0 -0.997
Sb -2.308560 2.358217 0.810678 0.0 0.0 0.0 0.951
C -2.445560 1.135098 -0.947625 0.0 0.0 0.0 -0.995
C -2.206166 0.629996 2.127836 0.0 0.0 0.0 -0.784
C -1.318246 0.787241 3.335198 0.0 0.0 0.0 0.055
C -1.216995 2.015614 3.984322 0.0 0.0 0.0 -0.233
C -0.399967 2.199521 5.088947 0.0 0.0 0.0 -0.233
C 0.344776 1.132581 5.566249 0.0 0.0 0.0 -0.217
C 0.243537 -0.101117 4.944960 0.0 0.0 0.0 -0.211
C -0.586601 -0.304255 3.841156 0.0 0.0 0.0 -0.056
C -0.646012 -1.657523 3.213413 0.0 0.0 0.0 -0.789
Sb 0.727918 -1.849286 1.518073 0.1 0.0 0.0 1.085
C 2.404401 -2.497041 2.642578 0.0 0.0 0.0 -0.999
C -0.060218 -3.712465 0.866629 0.0 0.0 0.0 -1.001
H 0.107322 3.507356 1.331935 0.0 0.0 0.0 0.224
H 0.103766 2.868713 -0.327979 0.0 0.0 0.0 0.241
H 0.331330 1.771167 1.048268 0.0 0.0 0.0 0.225
H -3.398193 0.604190 -0.941464 0.0 0.0 0.0 0.219
H -1.627424 0.411236 -0.944653 0.0 0.0 0.0 0.222
H -2.384364 1.739337 -1.852431 0.0 0.0 0.0 0.233
H -1.848229 -0.177139 1.488063 0.0 0.0 0.0 0.227
H -3.225624 0.369847 2.427853 0.0 0.0 0.0 0.225
H -1.789240 2.858855 3.609810 0.0 0.0 0.0 0.199
H -0.339485 3.170980 5.563108 0.0 0.0 0.0 0.205
H 1.000679 1.257516 6.418763 0.0 0.0 0.0 0.206
H 0.817047 -0.940429 5.323313 0.0 0.0 0.0 0.205
H -1.645033 -1.901431 2.851209 0.0 0.0 0.0 0.225
H -0.344839 -2.428745 3.924382 0.0 0.0 0.0 0.224
H 2.144189 -3.400164 3.196231 0.0 0.0 0.0 0.210
H 2.696796 -1.710082 3.337447 0.0 0.0 0.0 0.221
H 3.212210 -2.695111 1.935637 0.0 0.0 0.0 0.292
H -0.160788 -4.388085 1.716772 0.0 0.0 0.0 0.214
H 0.648931 -4.108342 0.143449 0.0 0.0 0.0 0.266
H -1.035965 -3.568537 0.402055 0.0 0.0 0.0 0.216
N 1.545157 2.063611 -2.537468 0.0 0.0 0.0 -0.817
C 0.429254 1.876257 -3.297057 0.0 0.0 0.0 0.200
C -0.222523 2.907892 -3.949543 0.0 0.0 0.0 -0.312
C -1.369611 2.675238 -4.728547 0.0 0.0 0.0 -0.181
C -1.884820 1.418763 -4.889407 0.0 0.0 0.0 -0.260
C -1.262893 0.335772 -4.223480 0.0 0.0 0.0 -0.093
C -1.722426 -0.998771 -4.322020 0.0 0.0 0.0 -0.144
C -1.088545 -1.992972 -3.636458 0.0 0.0 0.0 -0.263
C -0.005356 -1.657997 -2.796194 0.0 0.0 0.0 0.056
N 0.434290 -0.429270 -2.675800 0.0 0.0 0.0 -0.494
C -0.140609 0.561429 -3.401298 0.0 0.0 0.0 0.182
H 1.982897 2.966323 -2.610024 0.0 0.0 0.0 0.379
H 2.204329 1.291667 -2.351080 0.0 0.0 0.0 0.461
H 0.177801 3.912507 -3.873958 0.0 0.0 0.0 0.204
H -1.838276 3.516398 -5.225389 0.0 0.0 0.0 0.205
H -2.752957 1.237596 -5.510615 0.0 0.0 0.0 0.203
H -2.578639 -1.212678 -4.952047 0.0 0.0 0.0 0.207
H -1.412004 -3.022935 -3.705604 0.0 0.0 0.0 0.216
H 0.520985 -2.401141 -2.202665 0.0 0.0 0.0 0.243
O 4.466694 -2.501861 0.027798 0.0 0.0 0.0 -0.704
C 3.554355 -2.082368 -0.684190 0.0 0.0 0.0 0.680
O 2.328613 -2.479867 -0.645990 0.0 0.0 0.0 -0.890
C 3.852702 -0.933140 -1.690507 0.0 0.0 0.0 0.689
O 4.569235 -1.137394 -2.659611 0.0 0.0 0.0 -0.680
O 3.291102 0.201416 -1.398363 0.0 0.0 0.0 -0.911

=====

66
Properties=species:S:1:pos:R:3:forces:R:3:nbo_charge:R:1 method="wB97M-V/def2-TZVPD" lumo_energy_ev=-12.17 total_energy_ev=-69991.0915 charge=+4
Al -0.715950 -0.038625 -0.081014 0.9 -0.1 -0.7 1.844
C -2.735599 -3.528825 -1.624251 0.1 -0.8 -0.8 0.017
C -2.512517 -2.272004 -1.107158 0.4 0.2 0.6 0.017
N -1.251705 -1.808427 -0.944030 -0.7 -0.4 -0.8 -0.578
C -0.238044 -2.567745 -1.477177 -2.0 -0.3 1.2 0.162
C -0.496667 -3.833895 -1.974696 -0.3 -0.9 -0.9 0.057
N -1.741315 -4.300357 -2.102215 0.0 0.5 1.1 -0.240
C 1.005485 -1.890873 -1.540174 3.0 1.9 0.4 0.167
C 2.242643 -2.330227 -2.017373 -1.1 -0.3 0.0 -0.153
C 3.273203 -1.393269 -2.216174 0.2 -0.9 0.0 0.083
C 3.044672 -0.055909 -1.909152 0.1 1.6 -0.1 -0.193
C 1.795473 0.352741 -1.434708 1.0 -3.0 0.3 0.258
N 0.884632 -0.601384 -1.131381 -0.4 0.4 -0.8 -0.639
C 1.277499 1.674953 -1.253837 -1.5 1.5 0.5 0.137
C 1.908755 2.854113 -1.655029 0.4 0.4 -0.5 0.048
N 1.300752 4.036619 -1.628992 -0.7 -0.3 0.9 -0.250
C 0.047549 4.080228 -1.125206 1.2 0.6 -0.7 0.020
C -0.621961 2.942012 -0.753803 -0.1 -0.9 0.5 0.036
N -0.020051 1.727202 -0.784987 0.3 0.8 -0.3 -0.585
C 4.548369 -1.877535 -2.755241 1.0 -0.6 0.1 -0.027
C 5.767507 -1.380037 -2.291848 -0.2 1.3 0.7 -0.236
C 6.963806 -1.888275 -2.770704 0.3 0.2 -0.2 0.056
N 7.013062 -2.857273 -3.675094 0.5 0.1 0.2 -0.323
C 5.879141 -3.383202 -4.100688 0.2 -0.3 -0.4 0.057
C 4.644220 -2.947232 -3.654232 -1.1 -0.1 -0.4 -0.241
H -3.741216 -3.945749 -1.681754 0.2 0.2 -0.2 0.253
H -3.363167 -1.632647 -0.842050 0.6 -0.2 0.1 0.209
H 0.297576 -4.511851 -2.341582 -0.4 0.7 0.2 0.259
H 2.412951 -3.389048 -2.239784 -0.1 0.5 -0.1 0.268
H 3.847274 0.683615 -2.091448 -0.6 -0.5 0.0 0.266
H 2.940826 2.873550 -2.054579 -0.7 -0.2 0.3 0.255
H -0.401551 5.068406 -1.034949 0.0 -0.2 -0.2 0.257
H -1.655243 3.014693 -0.414758 0.3 -0.3 0.0 0.223
H 5.798736 -0.561410 -1.548140 0.0 -0.6 -0.4 0.216
H 7.931219 -1.468852 -2.470810 -0.5 -0.2 0.1 0.234
H 5.996877 -4.169731 -4.858796 -0.4 0.3 0.4 0.237
H 3.754801 -3.400271 -4.095197 0.2 0.1 0.1 0.220
S 0.390908 -0.247033 1.958618 -0.3 -0.2 -0.1 -0.252
C 0.452736 1.397180 2.509900 0.5 2.6 0.9 0.364
N -0.556684 2.164309 2.961308 -0.4 -1.9 -0.7 -0.564
C -0.108422 3.429423 3.499380 -0.5 1.2 0.6 -0.241
C 1.391846 3.424179 3.191115 0.8 1.4 0.2 -0.244
N 1.604287 2.109442 2.623074 -1.4 -2.0 -0.7 -0.531
H -1.533287 1.817295 3.027194 1.0 0.3 0.0 0.457
H -0.309696 3.496588 4.582561 0.1 -0.2 -0.4 0.246
H -0.659521 4.277859 3.046691 0.4 -0.5 0.1 0.232
H 2.006457 3.582218 4.093620 -0.3 -0.2 -0.4 0.261
H 1.688231 4.222198 2.481522 -0.2 -0.5 0.2 0.236
H 2.466909 1.734821 2.259227 0.2 0.1 0.2 0.446
N -5.781774 1.736619 1.942216 0.0 0.3 0.3 -0.680
C -4.991077 1.057819 0.872464 -0.3 0.0 -0.8 -0.632
P -3.471384 0.359509 1.589729 1.0 1.1 0.0 2.184
O -3.185743 1.160269 2.834386 -0.5 -0.8 -0.6 -1.137
O -2.416093 0.395074 0.466324 -0.4 -0.3 0.1 -1.201
C -3.808125 -1.343547 2.144059 -0.1 -1.2 0.2 -0.638
N -3.063242 -1.545913 3.436971 0.0 -0.3 0.4 -0.682
H -6.166369 2.621806 1.573915 -0.3 -0.3 0.3 0.479
H -5.147159 1.973240 2.729571 -0.2 0.0 -0.1 0.477
H -6.537219 1.133512 2.304121 0.0 0.5 -0.1 0.465
H -4.692661 1.819028 0.133942 0.0 -0.3 0.3 0.291
H -5.648283 0.352942 0.345541 0.3 0.1 0.1 0.287
H -3.508982 -2.151822 1.451222 0.0 0.5 0.2 0.283
H -4.878408 -1.520828 2.348078 0.3 0.3 0.0 0.283
H -3.118269 -0.679031 3.996443 0.0 -0.1 0.0 0.475
H -2.057453 -1.718625 3.277726 -0.2 0.0 0.1 0.463
H -3.443569 -2.332008 4.002094 0.2 0.4 -0.3 0.479